Here is a single C3H6N2 molecule from the Open Molecules 2025 dataset. Energies are from ωB97M-V/def2-TZVPD.

Properties
Electronic energy: -227.22946 Ha
Frontier orbital gap (alpha / beta): 7.178 / 7.184 eV
Net charge: 0

Geometry as XYZ:
```
11
C3H6N2 ωB97M-V/def2-TZVPD
C 0.165 0.241 -0.101
C -0.765 1.221 0.334
C -0.016 -1.089 0.358
N 1.430 0.638 -0.549
N -0.303 -2.189 0.822
H -0.637 -0.500 -0.821
H 1.408 1.379 -1.234
H 2.117 -0.084 -0.711
H -1.190 -2.636 0.595
H -1.819 0.990 0.360
H -0.390 2.030 0.947
```



Here is a single C3H6N2 molecule in a non-equilibrium geometry from the Open Molecules 2025 dataset. Energies are from ωB97M-V/def2-TZVPD.

Properties
Electronic energy: -227.35649 Ha
SMILES string: C[C@H](N)C#N
Frontier orbital gap: 11.511 eV
Net charge: 0

Geometry as XYZ:
```
11
C3H6N2 ωB97M-V/def2-TZVPD
C -0.548 0.988 -0.133
C 0.179 -0.284 -0.325
N -0.350 -1.536 0.200
C 1.777 -0.113 0.220
N 2.746 0.296 0.709
H -0.425 1.526 0.865
H -1.724 0.697 -0.269
H -0.375 1.756 -0.999
H 0.464 -0.427 -1.470
H -0.422 -1.444 1.290
H -1.322 -1.460 -0.088
```



Here is a single C3H6N2 molecule from the Open Molecules 2025 dataset. Energies are from ωB97M-V/def2-TZVPD.

Properties
Electronic energy: -227.25515 Ha
Frontier orbital gap (alpha / beta): 6.858 / 6.851 eV
Net charge: 0

Geometry as XYZ:
```
11
C3H6N2 ωB97M-V/def2-TZVPD
C -0.303 0.995 1.123
C -0.601 0.168 -0.085
N 0.919 -0.589 -1.236
C -0.171 -1.200 -0.275
N -0.485 -2.305 0.090
H -1.181 0.995 1.793
H 0.542 0.595 1.687
H -0.126 2.039 0.847
H -1.371 0.564 -0.757
H 0.883 -0.754 -2.245
H 1.894 -0.509 -0.942
```



Here is a single C3H6N2 molecule in a non-equilibrium geometry from the Open Molecules 2025 dataset. Energies are from ωB97M-V/def2-TZVPD.

Properties
Electronic energy: -227.28252 Ha
SMILES string: C=NN1CC1
Frontier orbital gap: 10.133 eV
Net charge: 0

Geometry as XYZ:
```
11
C3H6N2 ωB97M-V/def2-TZVPD
C -2.120 0.010 -0.103
N -0.897 -0.322 0.240
N 0.150 0.053 -0.576
C 1.262 0.650 0.213
C 1.290 -0.685 -0.063
H -2.969 -0.005 0.718
H -2.452 0.521 -1.060
H 0.929 0.857 1.243
H 1.789 1.260 -0.465
H 0.941 -1.413 0.620
H 2.077 -0.926 -0.766
```



Here is 2 unconnected molecules or ions with the total composition C3H6N2 in a non-equilibrium geometry from the Open Molecules 2025 dataset. Energies are from ωB97M-V/def2-TZVPD.

Properties
Electronic energy: -227.30936 Ha
Frontier orbital gap: 9.731 eV
Net charge: 0

Geometry as XYZ:
```
11
C3H6N2 ωB97M-V/def2-TZVPD
C -1.622 -0.184 0.432
C 0.392 -0.322 -1.157
C -0.229 0.150 0.197
N -2.688 -0.457 0.627
N 0.678 -0.034 1.265
H 0.498 0.490 -1.789
H -0.352 -0.915 -1.567
H 1.394 -0.778 -0.930
H -0.463 1.778 -0.032
H 1.554 -0.217 0.880
H 0.838 0.489 2.074
```



Here is a single C3H6N2 molecule in a non-equilibrium geometry from the Open Molecules 2025 dataset. Energies are from ωB97M-V/def2-TZVPD.

Properties
Electronic energy: -227.36590 Ha
SMILES string: C[C@H](N)C#N
Frontier orbital gap: 10.974 eV
Net charge: 0

Geometry as XYZ:
```
11
C3H6N2 ωB97M-V/def2-TZVPD
C 0.721 1.186 -0.124
C -0.128 -0.325 0.427
N 0.406 -1.440 -0.291
C -1.532 -0.045 0.237
N -2.636 0.245 0.102
H 0.025 2.058 0.021
H 1.191 1.148 -1.158
H 1.484 1.107 0.607
H 0.108 -0.339 1.546
H 0.144 -2.337 -0.093
H 0.217 -1.257 -1.275
```



Question: net charge of number 4 (C3H6N2)?
Answer: 0